Arrangement A

The following is a quantum chemistry calculation of a gas-phase ion, CHO5S (charge -1), from OMol25.

Structure (XYZ):
```
8
CHO5S (the ωB97M-V functional and the def2-TZVPD basis)
C 0.82 0.86 -0.49
O -0.07 1.49 0.07
O 1.62 1.15 -1.34
O 1.01 -0.53 0.00
O -1.18 -0.44 1.29
O -1.04 -1.50 -0.89
S -0.29 -1.48 0.34
H -0.87 0.44 1.02
```

Computed properties:
total charge	-1
HOMO	-0.2036	Ha
multiplicity	1
orbital gap	9.135	eV

Arrangement B

The following is a quantum chemistry calculation of a gas-phase ion, CHO5S (charge -1), from OMol25.

Structure (XYZ):
```
8
CHO5S (the ωB97M-V functional and the def2-TZVPD basis)
O 1.74 -0.99 0.85
C 0.60 -0.95 0.41
O -0.43 -0.60 1.08
S -1.99 -0.86 -0.19
O -2.28 -2.24 -0.01
O -1.41 -0.59 -1.48
O -2.94 0.09 0.31
H 0.26 -1.26 -0.59
```

Computed properties:
total charge	-1
HOMO	-0.2185	Ha
multiplicity	1
orbital gap	9.806	eV
SMILES	O=COS(=O)(=O)[O-]

In terms of stability, arrangement A leads; the second structure lies 9.6 kcal/mol higher.